[1]
Formula: C30H33FN4O3OsS2
Source: the Open Molecules 2025 dataset
Level of theory: ωB97M-V with the def2-TZVPD basis set

The frontier orbital gap (alpha / beta) is 4.25 / 4.53 eV. The LUMO energy (alpha / beta) comes out at 0.0077 / -0.0975 hartree. For the strongest force on any atom, the calculation gives 12.72 eV/A. As for the multiplicity: 5.

```
74
C30H33FN4O3OsS2, DFT ωB97M-V with the def2-TZVPD basis set
Os -1.038 1.084 -0.466
C 0.403 -3.929 -0.568
C 0.190 -3.296 0.811
C 0.277 -4.380 1.899
C 1.205 -2.154 1.024
C 2.567 -2.510 1.069
C 3.558 -1.548 1.151
C 3.229 -0.202 1.172
C 1.885 0.225 1.131
C 1.540 1.728 1.143
C 0.793 2.118 2.429
C 2.754 2.666 0.986
C 0.872 -0.763 1.078
N -0.290 -0.311 0.921
C -1.564 -0.748 1.846
C -1.470 -1.578 2.982
C -2.625 -1.911 3.712
C -3.881 -1.405 3.327
C -3.986 -0.545 2.225
C -2.825 -0.229 1.519
F -2.772 0.738 0.355
H -0.362 -4.718 -0.747
H 1.406 -4.396 -0.654
H 0.297 -3.161 -1.364
H -0.839 -2.900 0.796
H 1.268 -4.885 1.893
H -0.496 -5.155 1.718
H 0.116 -3.976 2.913
H 2.877 -3.545 1.017
H 4.598 -1.848 1.179
H 4.053 0.493 1.219
H 0.902 1.937 0.264
H 1.436 1.937 3.316
H -0.146 1.551 2.559
H 0.520 3.195 2.399
H 3.447 2.578 1.848
H 2.413 3.722 0.929
H 3.295 2.439 0.043
H -0.508 -1.949 3.295
H -2.547 -2.557 4.576
H -4.766 -1.663 3.895
H -4.938 -0.122 1.930
C -1.700 4.413 -0.719
C -2.063 3.554 -1.878
N -1.847 2.388 -1.825
C -2.266 1.650 -3.067
C -2.797 2.448 -3.981
S -2.827 4.161 -3.399
C -2.029 0.193 -3.077
C -2.281 -0.720 -4.004
S -1.765 -2.362 -3.445
C -1.229 -1.563 -1.913
N -1.394 -0.390 -1.844
C -0.609 -2.269 -0.760
H -1.245 3.808 0.094
H -2.612 4.911 -0.331
H -0.972 5.183 -1.046
H -3.162 2.118 -4.944
H -2.734 -0.510 -4.963
H -0.526 -3.353 -0.981
H -1.237 -2.130 0.145
H 0.404 -1.858 -0.571
O 1.020 -0.541 -2.485
C 1.438 0.543 -2.089
C 2.776 1.065 -2.501
C 2.864 2.383 -1.797
C 1.567 2.468 -1.060
O 1.288 3.437 -0.359
N 0.817 1.392 -1.275
H 2.815 1.182 -3.588
H 3.564 0.378 -2.178
H 2.952 3.215 -2.502
H 3.700 2.411 -1.091
O -0.755 2.365 0.669
```


[2]
Formula: C30H33Ge2N4O2PdS
Source: the Open Molecules 2025 dataset
Level of theory: ωB97M-V with the def2-TZVPD basis set

The frontier orbital gap (alpha / beta) is 3.94 / 6.40 eV. The LUMO energy (alpha / beta) comes out at 0.1725 / 0.1723 hartree. For the strongest force on any atom, the calculation gives 2.48 eV/A. As for the multiplicity: 2. As for the total charge: -2.

```
73
C30H33Ge2N4O2PdS, DFT ωB97M-V with the def2-TZVPD basis set
Pd -0.059 0.099 0.185
O 1.912 0.593 0.244
C 2.514 0.966 1.356
C 3.666 1.760 1.232
C 4.385 2.236 2.324
C 3.967 1.906 3.613
C 2.852 1.107 3.779
C 2.076 0.624 2.695
C 0.896 -0.119 2.992
N 0.006 -0.528 2.085
N -1.126 -1.149 2.508
C -2.043 -1.197 1.575
O -1.945 -0.641 0.384
C -3.314 -1.864 1.905
C -4.264 -2.078 0.901
C -5.492 -2.654 1.192
C -5.811 -3.020 2.494
C -4.871 -2.807 3.500
C -3.638 -2.248 3.214
H 3.977 1.997 0.219
H 5.258 2.861 2.168
H 4.501 2.278 4.481
H 2.538 0.835 4.783
H 0.669 -0.328 4.036
H -4.016 -1.763 -0.105
H -6.210 -2.820 0.397
H -6.776 -3.457 2.722
H -5.110 -3.079 4.523
H -2.912 -2.069 3.995
N -1.629 2.128 2.000
C -1.068 2.516 0.820
N 0.170 3.074 0.906
S -2.059 2.884 -0.499
H -0.996 1.755 2.699
H -2.471 1.587 1.870
H 0.796 2.734 1.627
H 0.607 3.221 0.009
C 1.608 3.763 -2.881
Ge 1.614 1.854 -3.442
C 3.470 1.287 -3.046
C 1.599 1.994 -5.431
Ge 0.025 0.506 -2.135
C 0.580 -1.333 -2.834
C 1.082 -1.585 -4.115
C 1.350 -2.873 -4.564
C 1.085 -3.961 -3.743
C 0.587 -3.742 -2.466
C 0.353 -2.446 -2.017
C -1.645 0.580 -3.236
C -2.625 -0.381 -2.962
C -3.867 -0.341 -3.581
C -4.158 0.663 -4.498
C -3.199 1.624 -4.785
C -1.960 1.582 -4.152
H 2.204 4.379 -3.560
H 2.035 3.848 -1.878
H 0.592 4.163 -2.842
H 4.180 2.102 -3.211
H 3.768 0.428 -3.652
H 3.519 0.980 -1.998
H 2.328 2.744 -5.748
H 0.613 2.283 -5.802
H 1.866 1.041 -5.892
H 1.266 -0.747 -4.780
H 1.754 -3.031 -5.559
H 1.279 -4.970 -4.092
H 0.373 -4.589 -1.823
H -0.015 -2.296 -1.009
H -2.410 -1.152 -2.229
H -4.616 -1.090 -3.346
H -5.135 0.710 -4.966
H -3.418 2.411 -5.500
H -1.230 2.358 -4.361
```


Q: Among the records above, which one has the highest strongest force on any atom?
A: C30H33FN4O3OsS2